#A
ORCA calculation (ωB97M-V/def2-TZVPD) on a structure of composition C2H2BrN.

Computed properties:
Frontier orbital gap (spin up / spin down), eV: 7.35 / 7.34
E_HOMO (spin up / spin down), hartree: -0.35879 / -0.35861

Last column: Mulliken charge in e.
Atoms and positions in Å:
C (0.02, 1.03, -0.76)  0.522
C (-0.51, 1.48, 0.42)  -0.312
N (0.38, 0.49, -1.72)  -0.290
Br (0.12, 0.71, 1.94)  0.101
H (0.10, -2.17, 0.30)  0.188
H (-0.11, -1.54, -0.17)  -0.209

---

#B
ORCA calculation (ωB97M-V/def2-TZVPD) on the molecule C2H2BrN.

Computed properties:
SMILES: BrC1=NC1
Frontier orbital gap (spin up / spin down), eV: 10.60 / 10.60
E_HOMO (spin up / spin down), hartree: -0.37113 / -0.37115

Last column: Mulliken charge in e.
Atoms and positions in Å:
Br (-0.02, 3.35, -0.95)  -0.041
C (0.48, 1.63, -0.76)  0.126
N (1.18, 0.63, -1.31)  -0.428
C (0.19, 0.31, -0.23)  -0.074
H (0.38, -0.05, 0.86)  0.204
H (-0.62, -0.04, -0.71)  0.214

---

#B ends up most stable, edging out the next structure by 190.9 kJ/mol.

---

#A
ORCA calculation (ωB97M-V/def2-TZVPD) on a structure of composition C14H3Cl5N2O5RuSe.

Computed properties:
Frontier orbital gap (spin up / spin down), eV: 7.80 / 7.27
E_HOMO (spin up / spin down), hartree: -0.21007 / -0.20342
Net charge: -1
Spin multiplicity: 2

Last column: Mulliken charge in e.
Atoms and positions in Å:
Ru (-0.11, 0.04, -0.29)  0.429
O (-0.96, 2.95, -3.01)  -0.680
C (-0.85, 2.17, -2.09)  0.367
O (0.08, 1.27, -1.94)  -0.587
C (-1.81, 2.26, -0.88)  0.307
C (-2.97, 3.00, -0.77)  -0.281
C (-3.70, 2.90, 0.41)  -0.346
C (-3.28, 2.07, 1.44)  -0.272
C (-2.11, 1.35, 1.26)  0.363
N (-1.43, 1.48, 0.13)  -0.267
C (-1.48, 0.32, 2.22)  0.363
O (-1.91, 0.19, 3.35)  -0.688
O (-0.44, -0.28, 1.71)  -0.535
H (-3.27, 3.62, -1.60)  0.505
H (-4.64, 3.44, 0.51)  0.392
H (-3.84, 1.94, 2.36)  0.493
Cl (6.40, -2.92, 0.94)  -0.213
C (4.81, -2.52, 0.40)  0.353
C (4.30, -1.25, 0.60)  -0.113
Cl (5.26, -0.04, 1.38)  -0.203
C (3.02, -0.94, 0.17)  0.736
Cl (2.38, 0.67, 0.39)  -0.091
C (2.19, -1.88, -0.47)  -0.055
O (1.01, -1.59, -0.87)  -0.686
C (2.73, -3.17, -0.66)  0.240
Cl (1.74, -4.33, -1.44)  -0.185
C (4.01, -3.48, -0.23)  0.103
Cl (4.64, -5.06, -0.49)  -0.196
Se (-1.84, -1.48, -1.05)  0.069
C (-3.45, -0.62, -0.81)  0.278
N (-4.48, -0.11, -0.69)  -0.602

---

#B
ORCA calculation (ωB97M-V/def2-TZVPD) on a structure of composition C14H3Cl5N2O5RuSe.

Computed properties:
Frontier orbital gap (spin up / spin down), eV: 7.29 / 7.22
E_HOMO (spin up / spin down), hartree: -0.21547 / -0.21076
Net charge: -1
Spin multiplicity: 2

Last column: Mulliken charge in e.
Atoms and positions in Å:
Ru (-0.26, -0.11, 0.21)  0.490
O (-3.06, -2.92, 1.61)  -0.674
C (-2.12, -2.27, 1.19)  0.265
O (-2.03, -0.99, 1.10)  -0.588
C (-0.87, -2.98, 0.74)  0.434
C (-0.77, -4.32, 0.42)  -0.238
C (0.46, -4.79, -0.01)  -0.383
C (1.55, -3.94, -0.07)  -0.260
C (1.36, -2.61, 0.27)  0.538
N (0.17, -2.17, 0.66)  -0.434
C (2.40, -1.53, 0.24)  0.261
O (3.58, -1.83, 0.16)  -0.689
O (1.89, -0.35, 0.35)  -0.523
H (-1.65, -4.94, 0.48)  0.492
H (0.57, -5.83, -0.31)  0.408
H (2.53, -4.25, -0.41)  0.463
Cl (0.27, 7.16, 1.16)  -0.212
C (-0.06, 5.58, 0.56)  0.505
C (0.00, 4.48, 1.41)  -0.252
Cl (0.39, 4.68, 3.08)  -0.197
C (-0.26, 3.22, 0.92)  0.784
Cl (-0.19, 1.82, 1.93)  -0.101
C (-0.59, 2.96, -0.42)  -0.197
O (-0.83, 1.78, -0.87)  -0.798
C (-0.65, 4.10, -1.26)  0.509
Cl (-1.04, 3.83, -2.92)  -0.188
C (-0.39, 5.37, -0.78)  -0.071
Cl (-0.49, 6.73, -1.84)  -0.192
Se (-0.41, -0.44, -2.23)  0.177
C (0.10, -2.18, -2.56)  0.263
N (0.41, -3.26, -2.81)  -0.591

---

#A ends up most stable, edging out the next structure by 125.3 kJ/mol.

---

#A
ORCA calculation (ωB97M-V/def2-TZVPD) on a structure of composition C6H7NS.

Computed properties:
Frontier orbital gap, eV: 8.95
E_HOMO, hartree: -0.29628

Last column: Mulliken charge in e.
Atoms and positions in Å:
C (-1.94, 0.99, 0.50)  -0.889
C (-1.31, 0.04, -0.40)  0.134
C (0.36, -1.40, 0.01)  -0.066
C (1.67, -1.53, 0.24)  -0.464
C (1.23, 0.64, -0.39)  -0.915
C (0.09, -0.08, -0.42)  0.237
H (-1.63, 0.86, 1.56)  0.271
H (-3.03, 0.99, 0.41)  0.326
H (-1.52, 1.85, -0.07)  0.284
H (-1.59, 0.21, -1.41)  0.379
H (2.29, -2.25, 0.75)  0.386
H (3.09, 0.21, 0.22)  0.194
H (1.51, 1.57, -0.85)  0.324
N (2.26, -0.26, 0.02)  -0.009
S (-1.49, -1.85, -0.17)  -0.191

---

#B
ORCA calculation (ωB97M-V/def2-TZVPD) on the molecule C6H7NS.

Computed properties:
Frontier orbital gap, eV: 8.07
E_HOMO, hartree: -0.28887

Last column: Mulliken charge in e.
Atoms and positions in Å:
C (-2.60, 1.20, 0.20)  -0.399
C (-0.37, 0.87, -0.27)  -0.451
C (-1.36, -1.40, 0.07)  -0.513
C (0.13, -1.29, 0.08)  -0.365
C (0.71, 0.08, 0.40)  0.859
C (2.03, 0.34, -0.35)  -1.347
N (-1.39, 1.48, -0.02)  -0.119
S (-2.75, -0.61, 0.04)  -0.140
H (-3.33, 1.89, 0.19)  0.483
H (0.53, -2.16, 0.79)  0.307
H (0.41, -1.80, -0.90)  0.304
H (0.85, 0.24, 1.48)  0.338
H (1.89, 0.42, -1.40)  0.401
H (2.62, -0.59, -0.18)  0.329
H (2.62, 1.32, -0.12)  0.313

---

#A ends up most stable, edging out the next structure by 341.5 kJ/mol.

---

#A
ORCA calculation (ωB97M-V/def2-TZVPD) on the molecule C6H7NS.

Computed properties:
SMILES: CC1=CC(=S)C=C1N
Frontier orbital gap, eV: 7.15
E_HOMO, hartree: -0.29112

Last column: Mulliken charge in e.
Atoms and positions in Å:
C (-1.42, -1.36, 0.07)  -1.131
C (-0.11, -0.62, -0.10)  0.434
C (1.08, -1.02, 0.01)  -0.622
C (2.06, 0.07, -0.12)  0.101
S (3.66, -0.07, 0.07)  -0.294
C (1.33, 1.24, -0.02)  -0.756
C (0.05, 0.81, 0.04)  0.749
N (-1.04, 1.66, 0.04)  -0.417
H (-2.29, -0.62, -0.51)  0.194
H (-1.41, -2.47, -0.43)  0.316
H (-1.80, -1.48, 1.08)  0.272
H (1.05, -2.07, -0.04)  0.414
H (1.87, 2.12, -0.34)  0.350
H (-0.97, 2.57, 0.36)  0.219
H (-2.07, 1.25, -0.12)  0.171

---

#B
ORCA calculation (ωB97M-V/def2-TZVPD) on the molecule C6H7NS.

Computed properties:
SMILES: N#C[C@H]1[C@@H]2CS[C@H]1C2
Frontier orbital gap, eV: 9.74
E_HOMO, hartree: -0.33010

Last column: Mulliken charge in e.
Atoms and positions in Å:
N (-3.25, -0.40, -0.39)  -0.480
C (-2.10, -0.43, -0.53)  -0.133
C (-0.66, -0.33, -0.70)  -0.247
C (0.04, 0.85, 0.04)  -0.155
C (1.44, 0.91, -0.53)  -0.831
S (1.87, -0.92, -0.43)  -0.209
C (0.26, -1.21, 0.24)  0.046
C (-0.01, -0.12, 1.26)  -0.894
H (-0.47, -0.44, -1.74)  0.551
H (-0.44, 1.81, 0.11)  0.462
H (1.43, 1.28, -1.54)  0.374
H (2.12, 1.49, 0.07)  0.415
H (0.10, -2.28, 0.43)  0.410
H (0.70, 0.01, 2.03)  0.376
H (-1.03, -0.22, 1.67)  0.318

---

#B ends up most stable, edging out the next structure by 189.1 kJ/mol.